{"formula": "C25H33N2PZn", "method": "ωB97M-V/def2-TZVPD", "total_energy_ha": -3202.5065, "species": ["C", "C", "C", "C", "C", "C", "C", "C", "N", "Zn", "C", "P", "H", "H", "H", "H", "H", "H", "H", "H", "C", "C", "H", "C", "C", "H", "H", "H", "H", "H", "H", "H", "H", "H", "H", "H", "H", "H", "H", "C", "C", "C", "C", "C", "C", "N", "C", "C", "C", "C", "C", "C", "H", "H", "H", "H", "H", "H", "H", "H", "H", "H"], "xyz": [[1.598, -1.192, -3.965], [2.380, -0.672, -2.934], [1.778, -0.022, -1.837], [0.386, -0.027, -1.735], [-0.393, -0.630, -2.724], [0.212, -1.199, -3.860], [2.707, 0.702, -0.876], [2.150, 1.872, -0.055], [0.877, 2.435, -0.589], [-0.481, 0.918, -0.162], [-1.895, -0.722, -2.586], [-2.535, 0.500, -1.344], [3.474, -0.666, -2.977], [-0.445, -1.603, -4.637], [2.072, -1.573, -4.870], [-2.208, -1.714, -2.210], [-2.413, -0.559, -3.546], [3.111, -0.016, -0.141], [3.586, 1.073, -1.431], [1.945, 1.557, 0.981], [-4.146, -0.223, -0.963], [-2.915, 1.897, -2.461], [2.881, 2.698, -0.019], [0.971, 2.776, -2.053], [0.500, 3.659, 0.183], [-1.309, 1.754, 1.347], [0.863, 3.863, -2.181], [1.934, 2.454, -2.470], [0.160, 2.281, -2.610], [0.760, 4.556, -0.399], [-0.585, 3.639, 0.342], [1.012, 3.697, 1.156], [-3.768, 1.638, -3.102], [-3.176, 2.751, -1.824], [-2.055, 2.178, -3.083], [-4.725, -0.388, -1.881], [-4.012, -1.176, -0.440], [-4.689, 0.461, -0.304], [-1.948, 1.661, 0.855], [1.856, -4.505, 0.902], [1.141, -3.887, -0.140], [0.523, -2.664, 0.086], [0.667, -1.969, 1.319], [1.391, -2.628, 2.356], [1.958, -3.879, 2.150], [0.121, -0.709, 1.505], [-0.246, -0.352, 2.800], [-0.991, -1.254, 3.607], [-1.250, -0.969, 4.937], [-0.815, 0.243, 5.496], [-0.134, 1.175, 4.702], [0.125, 0.903, 3.358], [2.342, -5.464, 0.730], [1.052, -4.342, -1.134], [-0.077, -2.164, -0.683], [1.476, -2.138, 3.328], [2.484, -4.357, 2.976], [-1.318, -2.194, 3.159], [-1.797, -1.693, 5.541], [-1.009, 0.446, 6.550], [0.187, 2.131, 5.124], [0.653, 1.629, 2.734]], "mulliken_charge": [-0.91, -1.05, 1.65, -0.24, 1.98, -0.64, -1.40, -0.69, 0.57, -1.01, -1.64, 0.81, 0.42, 0.42, 0.38, 0.47, 0.71, 0.54, 0.45, 0.16, -1.33, -1.40, 0.54, -0.98, -1.03, -0.03, 0.34, 0.33, 0.12, 0.37, 0.22, 0.33, 0.42, 0.38, 0.35, 0.41, 0.38, 0.40, 0.09, -0.53, -0.53, 0.01, -0.20, -0.17, -0.64, 0.33, -0.40, -0.19, -0.53, -0.50, -0.72, 0.12, 0.35, 0.39, 0.04, 0.43, 0.35, 0.43, 0.37, 0.34, 0.38, 0.02]}

{"formula": "C2H23O12", "method": "ωB97M-V/def2-TZVPD", "total_charge": -1, "relative_energy_kj_mol": 0.0, "species": ["C", "C", "O", "O", "H", "H", "H", "O", "H", "H", "O", "H", "H", "O", "H", "H", "O", "H", "H", "O", "H", "H", "O", "H", "H", "O", "H", "H", "O", "H", "H", "O", "H", "H", "O", "H", "H"], "xyz": [[0.648, 0.448, -1.113], [0.002, -0.288, 0.038], [-0.081, 0.307, 1.154], [-0.342, -1.486, -0.149], [1.554, -0.089, -1.394], [0.884, 1.493, -0.925], [-0.017, 0.446, -1.983], [-1.207, -1.550, 2.996], [-0.886, -0.877, 2.369], [-1.099, -2.379, 2.518], [0.733, -3.919, 0.982], [0.281, -3.121, 0.662], [1.639, -3.628, 1.122], [1.523, -2.835, -2.010], [1.857, -3.587, -1.514], [0.803, -2.491, -1.450], [2.588, -0.344, 2.247], [1.830, -0.054, 1.713], [2.603, 0.269, 2.986], [-1.870, 3.301, -2.124], [-1.161, 3.570, -1.518], [-1.455, 2.664, -2.713], [0.233, 4.227, -0.286], [0.599, 5.093, -0.093], [0.246, 3.757, 0.569], [2.574, -1.029, -3.972], [1.983, -1.174, -4.715], [2.064, -1.320, -3.199], [-3.007, 1.139, 1.920], [-3.126, 1.139, 0.966], [-2.436, 0.382, 2.091], [0.144, 2.869, 2.155], [0.201, 1.994, 1.719], [0.083, 2.680, 3.093], [-2.975, -2.219, -0.741], [-2.039, -2.030, -0.528], [-3.371, -1.354, -0.873]], "mulliken_charge": [-0.94, 0.27, -0.26, -0.22, 0.20, 0.21, 0.32, -0.69, 0.24, 0.32, -0.70, 0.22, 0.33, -0.68, 0.28, 0.38, -0.68, 0.27, 0.27, -0.65, 0.37, 0.31, -0.67, 0.28, 0.46, -0.63, 0.30, 0.34, -0.63, 0.28, 0.35, -0.74, 0.34, 0.28, -0.69, 0.27, 0.30]}

{"formula": "C3H9OS", "method": "ωB97M-V/def2-TZVPD", "total_charge": -1, "relative_energy_kj_mol": 463.2, "species": ["C", "O", "H", "H", "H", "C", "S", "C", "H", "H", "H", "H", "H", "H"], "xyz": [[0.041, -0.683, -2.190], [1.257, -0.289, -1.432], [0.007, -1.748, -2.373], [-0.837, -0.199, -1.707], [0.145, -0.327, -3.216], [0.372, 1.873, 1.941], [0.026, -0.099, 1.677], [-0.784, -1.431, 0.763], [-0.359, 2.098, 2.690], [0.219, 2.360, 1.002], [1.363, 2.120, 2.271], [-1.678, -1.759, 1.310], [0.940, -0.056, -0.497], [-0.712, -1.861, -0.240]], "mulliken_charge": [-0.75, -0.53, 0.23, 0.38, 0.25, -0.88, -0.33, -0.85, 0.22, 0.26, 0.25, 0.20, 0.22, 0.32]}

{"formula": "C5H14N2O3", "method": "ωB97M-V/def2-TZVPD", "smiles": "CCO[C@@](O)(OC)N(C)N", "relative_energy_kj_mol": 354.9, "species": ["C", "C", "C", "C", "C", "N", "N", "O", "O", "O", "H", "H", "H", "H", "H", "H", "H", "H", "H", "H", "H", "H", "H", "H"], "xyz": [[-1.899, 2.184, 0.619], [1.979, -0.720, 1.262], [0.083, -0.168, -2.737], [-0.623, 1.603, 1.179], [0.038, -0.261, -0.273], [0.570, -2.483, 0.511], [0.531, -1.087, 0.851], [-1.314, -0.555, -0.443], [0.714, -0.538, -1.474], [0.167, 1.101, 0.082], [-2.686, 1.382, 0.530], [-2.257, 3.017, 1.280], [-1.573, 2.569, -0.314], [2.641, -1.507, 0.835], [2.255, 0.123, 0.799], [1.875, -0.763, 2.375], [-0.452, 0.813, -2.618], [-0.679, -0.909, -3.125], [0.721, -0.021, -3.527], [-0.785, 0.762, 1.936], [-0.154, 2.429, 1.682], [1.515, -2.543, 0.060], [0.590, -3.018, 1.388], [-1.258, -1.409, -0.879]], "mulliken_charge": [-1.01, -1.18, -0.71, -0.27, 0.77, -0.71, 0.09, -0.53, -0.42, -0.36, 0.20, 0.37, 0.26, 0.42, 0.41, 0.28, 0.25, 0.24, 0.33, 0.28, 0.37, 0.24, 0.27, 0.39]}